[1]
DFT (ωB97M-V/def2-TZVPD) results for one molecule with the formula C19H20O7.

Calculated values
**Highest occupied orbital energy**: -8.18 eV
**SMILES string**: COc1ccc(C(=O)COC(=O)c2ccc(OC)c(OC)c2)cc1OC
**LUMO energy**: 0.483 eV
**Energy above the lowest of the compared OMol25 structures with the same formula, charge and spin**: 126.3 kJ/mol
**HOMO-LUMO gap**: 8.663 eV
**E**: -34358.378 eV

Structure (XYZ):
```
46
Properties=species:S:1:pos:R:3:lowdin_charge:R:1
C 1.7118 1.8397 2.0254 -0.07
O 1.6658 2.0789 0.6407 -0.05
C 0.4801 1.9348 -0.0016 -0.19
C -0.7302 1.6533 0.6115 -0.01
C -1.8731 1.4389 -0.1422 -0.03
C -1.8253 1.5510 -1.5224 -0.17
C -2.9671 1.1656 -2.3845 -0.33
O -3.4247 1.8384 -3.2719 0.13
C -3.4996 -0.2497 -2.1024 -0.07
O -2.6094 -0.9955 -1.2921 -0.03
C -1.3870 -1.2114 -1.8367 -0.44
O -1.1704 -1.0820 -3.0175 0.13
C -0.3620 -1.5339 -0.8315 -0.13
C 0.9676 -1.6114 -1.2321 0.00
C 1.9521 -1.7794 -0.2865 0.02
C 1.6576 -1.8682 1.0751 -0.20
O 2.7485 -2.0088 1.8660 -0.06
C 2.6455 -2.2741 3.2481 -0.07
C 0.3083 -1.7848 1.4835 -0.19
O 0.0322 -1.8309 2.8291 -0.12
C -1.3115 -1.7800 3.2426 -0.07
C -0.6757 -1.6277 0.5226 0.04
C -0.6301 1.9137 -2.1466 0.06
C 0.5259 2.0831 -1.4088 -0.19
O 1.7453 2.3709 -1.9277 -0.06
C 1.8682 2.4487 -3.3284 -0.07
H 1.3612 0.8321 2.2697 0.08
H 2.7602 1.9334 2.3036 0.10
H 1.1231 2.5764 2.5829 0.10
H -0.7889 1.5729 1.6852 0.11
H -2.8009 1.1944 0.3519 0.13
H -3.6673 -0.7441 -3.0657 0.14
H -4.4425 -0.1940 -1.5538 0.14
H 1.2071 -1.5295 -2.2799 0.12
H 2.9915 -1.8363 -0.5670 0.13
H 2.2130 -1.4329 3.7935 0.09
H 3.6710 -2.4329 3.5809 0.10
H 2.0567 -3.1723 3.4435 0.10
H -1.8893 -2.6177 2.8412 0.10
H -1.2808 -1.8508 4.3291 0.10
H -1.7874 -0.8375 2.9541 0.09
H -1.7114 -1.5569 0.8063 0.11
H -0.6269 1.9978 -3.2208 0.13
H 2.9239 2.6345 -3.5187 0.10
H 1.2756 3.2725 -3.7390 0.10
H 1.5695 1.5118 -3.8087 0.10
```

[2]
DFT (ωB97M-V/def2-TZVPD) results for C26H54Cl34N2OPS as an isolated structure at a distorted geometry.

Calculated values
**Highest occupied orbital energy**: -2.99 eV
**Total charge**: -1
**LUMO energy**: 1.558 eV
**HOMO-LUMO gap**: 4.549 eV
**E**: -478748.435 eV

Structure (XYZ):
```
119
Properties=species:S:1:pos:R:3:lowdin_charge:R:1
C -3.6202 0.2206 0.0730 -0.12
N -3.4093 -0.0155 -1.3756 -0.17
C -4.1936 1.0472 -2.0649 -0.10
C -2.0227 0.1751 -1.7663 -0.46
O -1.4578 1.2475 -1.6129 0.04
C -1.2142 -0.9468 -2.4370 -0.27
C -0.5321 -1.9253 -1.3119 -0.64
C -0.0029 -1.0135 -0.1569 -0.30
C 1.0770 -1.6966 0.7472 -0.20
C 1.5537 -0.6499 1.8348 -0.26
C 0.7814 -0.7174 3.1797 -0.31
N -0.6613 -0.4997 3.0627 -0.02
P -1.9463 -3.0292 -0.7513 0.22
S -2.3172 -3.0397 1.1845 0.09
H -2.7617 -0.0538 0.7082 0.04
H -4.4917 -0.4069 0.3723 0.09
H -3.9266 1.2732 0.2704 0.06
H -3.8204 2.0542 -1.7594 0.08
H -4.1894 0.9306 -3.1637 0.06
H -5.2188 0.9686 -1.6389 0.09
H -1.9540 -1.6001 -3.0948 -0.11
H -0.3974 -0.5438 -3.0767 0.09
H 0.4273 -0.0820 -0.5752 0.06
H -0.8393 -0.7106 0.5059 0.04
H 0.5608 -2.5184 1.2920 0.07
H 1.9542 -2.0528 0.1765 0.10
H 1.3931 0.3622 1.3912 0.07
H 2.6467 -0.7305 2.0311 0.05
H 1.0001 -1.6787 3.6881 0.09
H 1.1890 0.1034 3.8300 0.05
H -0.8975 0.4720 2.8943 -0.04
H -1.1651 -0.8861 3.8492 0.03
H -3.1254 -2.5782 -1.4210 -0.07
H -1.6802 -4.3458 -1.1741 -0.11
C 4.0018 2.5185 3.7821 -1.01
Cl 3.4534 1.1926 4.8169 0.55
Cl 4.3363 1.9602 2.1395 0.51
H 3.2264 3.2769 3.7443 -0.04
H 4.9101 2.9384 4.2018 0.03
C 1.7460 5.7291 3.9999 -1.05
Cl 3.2217 6.0028 3.0672 0.52
Cl 2.1127 5.2419 5.6619 0.52
H 1.1746 6.6521 4.0166 -0.08
H 1.1683 4.9432 3.5227 0.04
C -1.9938 2.2840 -5.2086 -1.00
Cl -0.9145 1.2012 -6.0936 0.51
Cl -3.6457 2.1922 -5.8415 0.51
H -2.0018 1.9981 -4.1591 0.00
H -1.6315 3.3020 -5.3113 0.02
C -3.5810 1.7091 4.5308 -1.05
Cl -2.5785 1.9982 3.1033 0.59
Cl -3.7793 -0.0200 4.8402 0.53
H -3.1074 2.1682 5.3913 -0.01
H -4.5581 2.1510 4.3685 0.00
C 1.1376 -5.0276 -3.1839 -0.97
Cl 0.2037 -3.5845 -2.5199 0.56
Cl 2.8870 -4.7023 -3.1743 0.42
H 0.9324 -5.8897 -2.5593 -0.05
H 0.8316 -5.2354 -4.2123 0.01
C -4.5554 -6.0532 -0.2338 -0.98
Cl -3.8880 -4.7701 -1.2458 0.52
Cl -6.2814 -5.8045 0.0865 0.48
H -4.4279 -7.0057 -0.7394 0.02
H -4.0196 -6.0572 0.7120 0.02
C 2.5881 1.3567 -2.4072 -1.00
Cl 4.0564 1.6288 -3.3641 0.49
Cl 2.9699 0.8671 -0.7581 0.55
H 2.0155 2.2788 -2.3742 0.02
H 2.0015 0.5733 -2.8776 0.03
C 5.4591 -2.0148 4.8475 -1.03
Cl 6.6700 -3.1152 4.1748 0.48
Cl 3.8660 -2.2949 4.1430 0.53
H 5.4028 -2.1695 5.9211 0.01
H 5.7580 -0.9932 4.6349 0.01
C -2.6293 3.9008 -9.2737 -1.02
Cl -1.2042 4.8161 -8.7588 0.52
Cl -3.6819 4.8872 -10.2968 0.50
H -2.3052 3.0315 -9.8360 0.03
H -3.1864 3.5844 -8.3965 -0.01
C 0.8534 7.5521 -7.3173 -1.04
Cl 2.2999 7.8320 -8.2951 0.50
Cl 1.2652 7.0860 -5.6661 0.50
H 0.2719 8.4674 -7.2807 0.03
H 0.2675 6.7627 -7.7783 -0.05
C 4.7217 -6.0440 6.3028 -1.05
Cl 3.7544 -4.6526 6.8001 0.52
Cl 6.4473 -5.6586 6.2829 0.49
H 4.5516 -6.8560 7.0024 0.03
H 4.4180 -6.3436 5.3030 -0.11
C -3.3837 -3.4257 -5.3104 -0.95
Cl -2.0947 -2.7381 -4.2925 0.67
Cl -3.5738 -2.5166 -6.8198 0.49
H -3.1363 -4.4559 -5.5515 0.03
H -4.3182 -3.3900 -4.7591 0.03
C 3.4322 5.3227 -1.4541 -1.01
Cl 1.7952 5.9766 -1.2950 0.50
Cl 3.6990 4.0025 -0.3205 0.49
H 3.5653 4.9478 -2.4646 0.02
H 4.1485 6.1138 -1.2563 0.02
C 1.2729 8.9771 1.1269 -1.02
Cl 0.4192 8.2390 2.4882 0.57
Cl 1.4179 10.7278 1.3278 0.51
H 2.2668 8.5461 1.0638 0.01
H 0.7214 8.7721 0.2156 0.02
C 2.2380 -8.7785 -0.8427 -1.02
Cl 2.8034 -7.4422 -1.8455 0.54
Cl 0.5140 -8.6104 -0.4621 0.51
H 2.3898 -9.7150 -1.3699 0.03
H 2.8038 -8.7804 0.0812 -0.04
C -5.1231 4.6483 7.1023 -1.01
Cl -4.1207 4.9368 5.6756 0.53
Cl -5.3204 2.9192 7.4114 0.53
H -4.6484 5.1070 7.9634 0.02
H -6.1008 5.0898 6.9395 0.02
C 1.9913 -8.2150 2.8953 -0.98
Cl 3.1728 -7.4496 3.9684 0.61
Cl 2.4825 -9.8562 2.4444 0.52
H 1.0337 -8.2616 3.4022 0.04
H 1.9030 -7.6167 1.9933 0.01
```

[3]
DFT (ωB97M-V/def2-TZVPD) results for C11H30CaNO7 as an isolated structure at a distorted geometry.

Calculated values
**Highest occupied orbital energy**: 1.29 eV
**Total charge**: -3
**LUMO energy**: 4.745 eV
**Energy above the lowest of the compared OMol25 structures with the same formula, charge and spin**: 741.9 kJ/mol
**HOMO-LUMO gap**: 3.458 eV
**E**: -46136.829 eV

Structure (XYZ):
```
50
Properties=species:S:1:pos:R:3:lowdin_charge:R:1
Ca -1.7944 0.2254 -1.8827 1.56
C -4.5657 1.3977 2.3348 -0.40
O -4.8258 0.7086 1.0426 -0.52
H -3.5404 1.6455 2.6097 0.00
H -5.0450 2.3691 2.4562 0.02
H -4.8425 0.7044 3.1291 0.01
C 3.4764 -0.7158 -3.9412 -0.48
O 2.1985 -0.1719 -3.8005 -0.50
H 4.1024 -0.4194 -4.7829 0.01
H 4.0396 -0.2193 -3.1511 0.01
H 3.5134 -1.7993 -3.8276 0.02
C -2.6582 5.8901 -2.3658 -0.45
O -2.3639 4.5621 -2.8031 -0.51
H -3.6984 6.1032 -2.1195 0.01
H -2.0260 6.2484 -1.5533 0.01
H -2.5538 6.6159 -3.1723 0.01
C -1.1114 -5.2722 -2.2106 -0.47
O -2.0557 -4.2604 -1.9838 -0.48
H -0.2349 -5.0866 -1.5897 0.01
H -1.4428 -6.2735 -1.9354 0.02
H -0.5894 -5.2044 -3.1651 0.02
C -5.1960 -0.8963 -6.4416 -0.46
O -4.8958 -0.4837 -5.1347 -0.50
H -4.3628 -0.7108 -7.1194 0.02
H -5.3408 -1.9717 -6.3389 0.01
H -6.1946 -0.5416 -6.6969 0.01
C 0.1824 -3.2708 4.6481 -0.09
O 1.1842 -2.7158 3.7655 -0.16
C 0.7823 -1.5226 3.2851 -0.31
C 1.7309 -1.0377 2.2095 -0.20
N 1.3409 0.2575 1.5603 -0.03
C 1.6713 1.4417 2.3647 -0.19
C 3.1849 1.8562 2.5545 -0.20
O 3.7781 2.2293 1.2989 -0.19
C 5.1867 2.1379 1.2293 -0.12
H 0.5688 -3.9807 5.3795 0.07
H -0.3447 -3.8741 3.9089 0.10
H -0.5339 -2.6692 5.2076 0.09
H 0.6311 -0.7592 4.0483 0.11
H -0.2145 -1.6078 2.8523 0.13
H 1.9743 -1.7872 1.4564 0.13
H 2.7327 -1.0777 2.6373 0.10
H 2.0600 0.1880 0.8545 0.09
H 1.1786 1.3421 3.3318 0.10
H 1.2059 2.3637 2.0162 0.11
H 3.6808 0.9856 2.9838 0.09
H 3.3511 2.6741 3.2556 0.11
H 5.5086 2.3490 0.2095 0.09
H 5.4630 1.1393 1.5679 0.08
H 5.7046 2.8948 1.8183 0.07
```

Among the records above, which one has the lowest HOMO-LUMO gap? C11H30CaNO7

What did the first record say?
DFT (ωB97M-V/def2-TZVPD) results for one molecule with the formula C19H20O7.

Calculated values
**Highest occupied orbital energy**: -8.18 eV
**SMILES string**: COc1ccc(C(=O)COC(=O)c2ccc(OC)c(OC)c2)cc1OC
**LUMO energy**: 0.483 eV
**Energy above the lowest of the compared OMol25 structures with the same formula, charge and spin**: 126.3 kJ/mol
**HOMO-LUMO gap**: 8.663 eV
**E**: -34358.378 eV

Structure (XYZ):
```
46
Properties=species:S:1:pos:R:3:lowdin_charge:R:1
C 1.7118 1.8397 2.0254 -0.07
O 1.6658 2.0789 0.6407 -0.05
C 0.4801 1.9348 -0.0016 -0.19
C -0.7302 1.6533 0.6115 -0.01
C -1.8731 1.4389 -0.1422 -0.03
C -1.8253 1.5510 -1.5224 -0.17
C -2.9671 1.1656 -2.3845 -0.33
O -3.4247 1.8384 -3.2719 0.13
C -3.4996 -0.2497 -2.1024 -0.07
O -2.6094 -0.9955 -1.2921 -0.03
C -1.3870 -1.2114 -1.8367 -0.44
O -1.1704 -1.0820 -3.0175 0.13
C -0.3620 -1.5339 -0.8315 -0.13
C 0.9676 -1.6114 -1.2321 0.00
C 1.9521 -1.7794 -0.2865 0.02
C 1.6576 -1.8682 1.0751 -0.20
O 2.7485 -2.0088 1.8660 -0.06
C 2.6455 -2.2741 3.2481 -0.07
C 0.3083 -1.7848 1.4835 -0.19
O 0.0322 -1.8309 2.8291 -0.12
C -1.3115 -1.7800 3.2426 -0.07
C -0.6757 -1.6277 0.5226 0.04
C -0.6301 1.9137 -2.1466 0.06
C 0.5259 2.0831 -1.4088 -0.19
O 1.7453 2.3709 -1.9277 -0.06
C 1.8682 2.4487 -3.3284 -0.07
H 1.3612 0.8321 2.2697 0.08
H 2.7602 1.9334 2.3036 0.10
H 1.1231 2.5764 2.5829 0.10
H -0.7889 1.5729 1.6852 0.11
H -2.8009 1.1944 0.3519 0.13
H -3.6673 -0.7441 -3.0657 0.14
H -4.4425 -0.1940 -1.5538 0.14
H 1.2071 -1.5295 -2.2799 0.12
H 2.9915 -1.8363 -0.5670 0.13
H 2.2130 -1.4329 3.7935 0.09
H 3.6710 -2.4329 3.5809 0.10
H 2.0567 -3.1723 3.4435 0.10
H -1.8893 -2.6177 2.8412 0.10
H -1.2808 -1.8508 4.3291 0.10
H -1.7874 -0.8375 2.9541 0.09
H -1.7114 -1.5569 0.8063 0.11
H -0.6269 1.9978 -3.2208 0.13
H 2.9239 2.6345 -3.5187 0.10
H 1.2756 3.2725 -3.7390 0.10
H 1.5695 1.5118 -3.8087 0.10
```

Among the records above, which one has the lowest highest occupied orbital energy? C19H20O7

HOMO-LUMO gap of number 3 (C11H30CaNO7)? 3.458 eV